Formula: C65H151N9O11
Source: OMol25
Level of theory: the ωB97M-V functional and the def2-TZVPD basis

Geometry (Å):
C 0.763 -0.430 2.327
C 1.086 -0.587 0.832
C 2.366 -1.507 0.623
C -0.192 -1.265 0.182
C -0.366 -1.115 -1.300
C -0.362 0.358 -1.705
C 0.942 1.075 -1.260
C 2.039 0.708 -2.223
C 0.604 2.565 -1.381
N 1.208 0.766 0.195
O 2.158 1.602 0.822
H -0.101 0.193 2.559
H 0.690 -1.286 2.997
H 1.612 0.115 2.739
H 3.337 -1.241 1.039
H 2.179 -2.372 1.260
H 2.482 -1.863 -0.401
H -0.181 -2.339 0.368
H -1.112 -0.942 0.670
H 0.481 -1.642 -1.738
H -1.276 -1.585 -1.675
H -1.211 0.974 -1.408
H -0.296 0.333 -2.793
H 1.828 1.110 -3.214
H 2.149 -0.376 -2.275
H 2.955 1.191 -1.883
H -0.084 2.821 -0.575
H 0.112 2.903 -2.293
H 1.503 3.153 -1.198
H 3.052 1.480 0.493
C 0.590 -7.164 6.060
C 0.803 -6.718 4.540
C 0.620 -8.002 3.624
C -0.439 -5.824 4.121
C -0.357 -4.383 4.773
C 1.013 -3.734 4.348
C 2.294 -4.608 4.510
C 3.373 -4.080 3.588
C 2.699 -4.484 5.994
N 2.034 -6.023 4.108
O 3.142 -6.797 4.191
H 0.128 -6.420 6.709
H -0.118 -7.992 6.048
H 1.451 -7.582 6.580
H 1.016 -7.806 2.628
H 1.352 -8.756 3.914
H -0.367 -8.442 3.767
H -0.552 -5.592 3.062
H -1.350 -6.258 4.533
H -1.172 -3.800 4.345
H -0.501 -4.329 5.853
H 1.062 -2.810 4.923
H 0.858 -3.429 3.313
H 4.329 -4.492 3.909
H 3.436 -2.999 3.715
H 3.204 -4.290 2.532
H 1.935 -4.947 6.618
H 2.724 -3.436 6.292
H 3.642 -4.920 6.324
H 3.482 -6.682 3.301
C -2.576 -5.209 -3.736
C -1.331 -5.696 -2.960
C -0.427 -6.497 -3.967
C -0.596 -4.417 -2.524
C 0.527 -4.734 -1.496
C -0.065 -5.456 -0.248
C -0.926 -6.702 -0.545
C 0.015 -7.927 -0.806
C -1.802 -7.057 0.622
N -1.775 -6.449 -1.779
O -2.628 -7.509 -2.109
H -2.333 -4.656 -4.643
H -3.182 -6.042 -4.092
H -3.125 -4.500 -3.116
H -0.960 -7.218 -4.587
H -0.009 -5.837 -4.727
H 0.393 -7.068 -3.533
H -0.177 -3.919 -3.398
H -1.304 -3.784 -1.988
H 1.278 -5.340 -2.003
H 1.084 -3.863 -1.150
H -0.603 -4.769 0.406
H 0.770 -5.882 0.308
H -0.428 -8.833 -1.221
H 0.544 -8.176 0.114
H 0.809 -7.714 -1.523
H -2.616 -6.382 0.886
H -1.178 -7.076 1.514
H -2.181 -8.074 0.520
H -2.050 -8.061 -2.641
C -3.942 4.443 -3.458
C -3.531 4.893 -4.843
C -4.587 5.954 -5.328
C -2.234 5.695 -4.696
C -0.971 4.860 -4.691
C -0.880 3.772 -5.780
C -2.217 2.981 -5.873
C -2.046 2.186 -7.254
C -2.191 1.970 -4.741
N -3.384 3.821 -5.886
O -4.476 3.006 -6.028
H -4.571 5.227 -3.037
H -4.587 3.566 -3.419
H -3.051 4.324 -2.841
H -4.421 6.248 -6.365
H -5.572 5.509 -5.188
H -4.653 6.831 -4.684
H -2.074 6.259 -5.615
H -1.992 6.280 -3.808
H -0.072 5.464 -4.815
H -0.796 4.422 -3.708
H -0.062 3.138 -5.438
H -0.660 4.142 -6.782
H -2.082 2.661 -8.235
H -2.711 1.322 -7.276
H -1.090 1.667 -7.309
H -3.175 1.509 -4.655
H -2.012 2.402 -3.756
H -1.482 1.165 -4.937
H -4.917 3.411 -6.778
C -0.875 6.323 -0.238
C -0.107 7.585 0.441
C -1.105 8.703 0.851
C 0.462 7.119 1.773
C 1.667 6.200 1.663
C 2.798 6.957 1.073
C 2.420 7.528 -0.339
C 3.511 8.574 -0.620
C 2.485 6.449 -1.410
N 1.048 8.166 -0.280
O 0.724 8.812 -1.456
H -0.189 5.531 -0.541
H -1.466 5.753 0.479
H -1.542 6.555 -1.068
H -1.625 9.136 -0.003
H -1.884 8.268 1.477
H -0.683 9.621 1.260
H 0.687 8.034 2.321
H -0.207 6.545 2.413
H 1.896 5.828 2.662
H 1.577 5.246 1.142
H 3.623 6.248 1.007
H 3.235 7.694 1.746
H 3.318 9.097 -1.557
H 4.535 8.201 -0.644
H 3.530 9.372 0.121
H 2.527 5.461 -0.951
H 3.412 6.475 -1.982
H 1.580 6.464 -2.017
H 1.041 9.701 -1.280
C 2.262 -4.952 -7.682
O 2.354 -4.156 -6.476
C 3.209 -3.013 -6.425
C 2.886 -2.204 -5.099
C 1.486 -1.578 -5.129
N 3.859 -1.109 -4.986
H 3.311 -5.110 -7.933
H 1.773 -4.422 -8.500
H 1.830 -5.918 -7.422
H 4.254 -3.324 -6.445
H 2.929 -2.472 -7.328
H 3.020 -2.878 -4.253
H 0.693 -2.298 -5.329
H 1.498 -0.809 -5.902
H 1.195 -0.918 -4.312
H 3.895 -0.520 -5.806
H 3.553 -0.505 -4.237
C -3.418 3.218 0.306
O -2.810 3.593 1.520
C -1.775 2.771 2.059
C -1.132 3.483 3.299
C 0.212 3.044 3.686
N -2.011 3.241 4.471
H -2.618 2.844 -0.334
H -3.913 4.086 -0.128
H -4.221 2.491 0.428
H -2.031 1.755 2.359
H -1.013 2.484 1.334
H -1.023 4.563 3.196
H 0.367 1.965 3.719
H 0.653 3.449 4.597
H 0.879 3.402 2.902
H -1.717 3.694 5.324
H -2.900 3.684 4.291
C 3.980 0.659 4.070
O 3.284 -0.217 4.966
C 2.435 0.582 5.921
C 1.788 -0.379 6.948
C 0.746 0.323 7.883
N 2.786 -0.907 7.902
H 4.964 0.806 4.516
H 3.365 1.533 3.854
H 4.102 0.113 3.134
H 3.036 1.287 6.495
H 1.756 1.284 5.438
H 1.311 -1.208 6.425
H 0.123 -0.339 8.485
H -0.010 0.865 7.315
H 1.162 1.140 8.473
H 3.573 -1.343 7.443
H 3.209 -0.118 8.368
C -4.812 -0.515 1.562
O -5.115 -0.666 0.144
C -4.172 -1.456 -0.566
C -4.672 -1.775 -1.987
C -5.018 -0.511 -2.815
N -5.929 -2.491 -1.858
H -3.892 0.060 1.666
H -4.728 -1.487 2.047
H -5.600 -0.026 2.135
H -3.262 -0.860 -0.637
H -3.987 -2.404 -0.061
H -3.911 -2.371 -2.491
H -5.710 -0.021 -2.130
H -5.479 -0.753 -3.773
H -4.086 0.024 -2.992
H -6.320 -1.898 -1.139
H -5.674 -3.368 -1.427
C 4.700 3.383 0.681
C 5.229 2.346 -0.340
O 4.708 1.036 -0.096
H 3.633 3.479 0.481
H 5.179 4.354 0.550
H 4.569 3.207 1.749
H 6.316 2.305 -0.408
H 4.910 2.618 -1.347
H 5.395 0.389 -0.271
C -1.351 -1.008 5.468
C -2.290 -0.873 4.241
O -2.999 0.287 4.347
H -0.464 -0.400 5.294
H -1.011 -1.993 5.788
H -1.901 -0.581 6.307
H -3.037 -1.663 4.322
H -1.720 -1.020 3.324
H -2.448 1.069 4.424

Computed properties:
Strongest force on any atom in Eh/bohr: 0.0771
Kohn-Sham gap in eV: 8.3
Total charge: 0
DFT total energy in Eh: -3887.15428